Molecular formula: C23H64BBrN17O11
Method: DFT, the ωB97M-V functional and the def2-TZVPD basis

Structure (XYZ):
```
117
Properties=species:S:1:pos:R:3:forces:R:3:mulliken_charge:R:1
Br -2.07490 -5.68767 -7.06248 0.36 -0.76 -0.01 -0.063
O -3.52594 -3.50663 -7.17827 -10.17 3.82 3.30 -0.253
O -0.49558 4.84591 5.50761 0.00 -0.11 -0.11 -0.907
O 1.75076 -5.88689 -4.06684 -0.17 0.25 -0.01 -0.639
O 0.83441 8.29879 4.70849 -0.07 0.10 0.00 -0.635
O 1.01186 -0.65924 -1.10484 0.09 -0.40 -0.15 -0.446
O 1.40537 -3.47742 3.36843 0.02 0.19 0.07 -0.637
O 0.80417 -4.72992 -7.29886 -0.07 -1.89 1.58 -0.589
O 6.14468 -1.68730 -0.20195 -0.35 -0.07 0.03 -0.650
O 1.84596 -3.08687 -8.35561 1.85 1.69 -1.78 -0.485
O -2.02132 -4.52049 1.17943 -0.07 -0.14 0.05 -0.673
O -4.00497 5.25224 9.97590 0.16 0.12 0.02 -0.637
N 3.06652 8.20877 4.29502 -0.22 -0.07 0.02 -0.390
N -4.02796 3.80625 8.23549 -0.04 0.00 0.08 -0.300
N 1.85610 -7.15260 -5.93529 -0.08 -0.18 0.30 -0.353
N 1.45375 -5.68825 2.86707 0.16 0.18 -0.09 -0.406
N 1.84747 6.27069 4.65821 -0.17 0.19 -0.03 -0.289
N 2.43176 -2.46233 -1.10308 -0.26 0.40 -0.21 -0.233
N -0.83698 -3.04818 -0.06969 -0.04 -0.06 -0.24 0.029
N -0.40152 -2.56624 -7.50828 -0.67 -0.34 0.05 -0.127
N 1.78424 -4.08782 1.21505 -0.10 -0.33 0.62 -0.442
N -1.82783 6.28063 6.65656 -0.14 -0.30 -0.09 -0.356
N 2.94424 -0.56092 0.07484 0.14 -0.03 0.11 -0.352
N -0.68426 4.61382 7.75522 0.03 0.00 -0.03 -0.379
N 6.35564 -0.42655 -2.08103 0.03 -0.05 0.21 -0.373
N -3.11038 -3.31656 -0.40958 0.10 -0.09 -0.02 -0.326
N 7.61504 0.03613 -0.19923 -0.14 -0.09 -0.05 -0.397
N 2.07969 -8.12587 -3.84622 -0.03 0.25 -0.05 -0.383
N -4.41078 3.05551 10.39190 0.07 0.19 -0.14 -0.385
C 2.05747 -1.18687 -0.73239 0.27 0.01 -0.12 0.478
C 1.88908 -6.99160 -4.57550 0.07 -0.31 -0.26 0.645
C -0.87683 1.95667 2.67482 0.32 0.65 0.51 -0.547
C -0.92376 0.53129 -4.04948 -0.14 -0.65 1.36 -0.551
C -1.57092 1.97615 4.02025 0.17 -0.22 -0.42 -0.131
C -0.97099 5.22287 6.57271 -0.18 0.29 0.37 0.692
C -1.62818 -3.00416 -8.28101 1.79 -1.15 0.01 -0.657
C 1.53647 -4.36056 2.55094 -0.01 -0.31 -0.22 0.637
C 6.67042 -0.75432 -0.78769 0.19 0.26 -0.16 0.677
C -0.64751 -2.27108 -6.03830 1.18 0.78 -0.60 -0.945
C -1.62027 2.20616 -2.33401 -0.23 -0.59 0.47 -1.469
C -2.55175 -3.89269 -7.49256 8.16 -2.92 -2.54 0.378
C 1.84338 7.63174 4.56461 0.30 -0.19 -0.04 0.620
C -1.98792 -3.68615 0.29731 0.04 0.16 -0.13 0.562
C -3.00366 1.53280 3.98795 0.45 0.75 0.67 -1.460
C -2.17142 3.47509 1.15017 0.02 -0.34 0.02 -1.334
C -0.94513 3.30367 2.01145 -0.75 -0.46 -0.53 -0.352
C -1.75473 0.74735 -2.78254 0.31 0.64 -0.48 -0.736
C -1.18976 2.45990 -0.90645 -0.74 -0.66 -0.38 -0.407
C -0.20513 -0.79105 -4.17292 -0.54 0.46 -0.71 -0.457
C 0.12740 -1.05234 -5.64027 -0.51 -0.36 0.68 -0.975
C -2.34813 2.44326 0.06746 0.09 0.71 -0.37 -0.704
C -4.14084 4.11412 9.56299 -0.07 -0.28 -0.05 0.629
B 0.81091 -3.50576 -7.71666 -1.29 0.49 0.37 0.892
H -3.09879 0.64677 3.42673 -0.36 -1.08 -0.83 0.335
H -0.78835 -2.36393 -0.80284 0.03 0.18 0.14 0.110
H -0.71518 3.41184 -0.86693 0.60 0.78 0.14 0.688
H 1.89896 -4.79759 0.51719 -0.01 -0.02 -0.01 0.131
H 3.90810 7.68137 4.17388 0.02 -0.03 0.01 0.150
H 2.19319 -9.03270 -4.25645 0.02 -0.01 -0.02 0.161
H -0.27956 -0.23312 -6.18399 0.11 0.90 -0.83 0.443
H -3.10082 -2.62825 -1.13731 0.00 0.06 0.07 0.129
H -1.66535 -2.06098 -5.82411 -1.10 -0.28 -0.19 0.445
H -3.04997 3.49602 1.75609 -0.74 0.03 0.58 0.299
H -0.51855 1.68336 -0.63172 1.14 -0.46 0.35 0.063
H -1.22577 1.17613 2.04145 -0.42 -0.79 -0.51 0.217
H 3.09720 9.20639 4.22105 -0.01 0.06 0.01 0.231
H -0.97408 2.69851 -3.02241 0.64 0.55 -0.46 0.575
H 7.86894 -0.17778 0.74633 0.02 -0.02 0.04 0.226
H -4.49793 3.24977 11.37038 -0.02 0.02 0.05 0.221
H -2.52656 1.46656 0.44280 -0.09 -1.01 0.51 0.371
H -2.15952 -2.16269 -8.62194 -0.78 1.16 0.00 0.404
H 1.81950 -2.96699 -1.71678 -0.01 -0.06 -0.02 0.121
H -4.52364 2.11561 10.06608 -0.02 -0.02 -0.02 0.163
H -1.01175 1.33629 4.66300 0.35 -0.63 0.75 0.469
H 3.80486 -0.99093 0.37876 0.03 0.06 -0.08 0.121
H -1.52825 0.03581 -2.02152 0.50 -0.42 0.78 0.202
H -2.22195 6.60294 7.52208 0.07 0.04 0.04 0.197
H -1.47358 2.97235 4.41593 -0.02 0.35 0.39 -0.206
H 1.27239 -5.92011 3.82416 -0.06 0.00 0.05 0.235
H 0.00330 -3.28567 0.43412 -0.26 -0.03 0.01 0.039
H -0.99469 4.01330 2.80281 0.35 0.97 0.44 0.199
H 1.72079 -6.32641 -6.47846 0.23 -0.04 -0.24 0.352
H 0.42473 -4.82207 -6.41623 -0.37 -0.63 0.08 0.193
H 0.15263 1.74629 2.84983 0.99 -0.29 0.18 0.388
H 0.96242 5.81562 4.85687 0.12 -0.07 -0.01 0.309
H 1.74718 -2.21045 -8.73066 0.57 0.23 -0.35 0.311
H -0.26134 -3.06620 -5.45631 -0.09 -1.22 0.50 0.403
H -0.11478 -1.69058 -7.92027 -0.19 0.58 -0.06 0.431
H 6.77891 0.33521 -2.57449 0.02 0.02 0.00 0.163
H 8.05827 0.80493 -0.66349 0.02 0.01 -0.01 0.160
H -3.62472 2.31788 3.62089 -0.68 0.40 -0.56 0.363
H 1.17441 -1.17176 -5.80774 0.86 -0.01 -0.25 0.513
H -1.07391 4.91325 8.63027 -0.04 -0.01 0.01 0.174
H 3.29191 -2.89060 -0.80617 0.08 0.13 -0.05 0.249
H -2.05344 6.75889 5.80423 0.12 0.12 -0.02 0.204
H -4.12670 2.87964 7.86792 0.01 -0.02 0.00 0.161
H -0.06119 3.82983 7.73691 0.03 -0.03 -0.02 0.196
H -3.82761 4.56374 7.60955 0.01 -0.01 -0.09 0.167
H -3.97352 -3.76335 -0.16690 -0.03 0.00 0.04 0.218
H -1.31055 -3.54136 -9.15039 0.41 -0.38 -0.63 0.480
H -0.88086 -1.54608 -3.83265 -0.36 -0.84 0.46 0.424
H -2.57377 2.66198 -2.44362 -0.91 0.65 -0.30 0.424
H 2.10611 -8.03300 -2.84899 0.00 -0.02 0.05 0.232
H -2.77586 0.59766 -3.04540 -0.97 -0.41 -0.12 0.515
H 1.55782 -6.42328 2.19584 -0.06 -0.01 -0.02 0.147
H -1.60763 0.64282 -4.85785 -0.32 0.33 -1.05 0.228
H 1.85406 -3.12705 0.95509 0.23 0.12 0.05 0.125
H -3.32343 1.32968 4.98453 -0.46 -0.25 0.85 0.468
H 0.66288 -0.81755 -3.56983 0.79 -0.05 0.81 0.033
H -3.24114 2.70550 -0.46682 -0.69 0.18 -0.37 0.661
H 2.67240 5.71584 4.54142 0.05 0.03 0.00 0.161
H 2.72199 0.36914 0.37739 -0.06 0.00 0.07 0.195
H -0.19315 1.29847 -4.03914 0.75 0.82 -0.59 0.452
H 5.66676 -0.98756 -2.54199 -0.04 -0.04 -0.02 0.214
H -0.08276 3.47720 1.40675 0.81 0.25 -0.37 0.502
H -2.12793 4.41763 0.64894 0.03 0.94 -0.28 0.466
H 1.96143 -8.03164 -6.40477 0.04 -0.06 0.06 0.163
```
Positions in Å, forces in eV/Å.

- E: -143465.892 eV
- HOMO: -10.361 eV
- Net charge: +1